[1]
Entry from the OMol25 dataset: a cluster of 2 separate species, C6H11IO in total at a distorted geometry (the ωB97M-V functional and the def2-TZVPD basis).

Cartesian coordinates (Å):
C (-1.248, 2.523, 1.108)
C (-0.223, -0.708, -1.498)
C (1.420, 0.193, 0.117)
C (-1.262, -0.482, 1.511)
C (-0.008, 0.485, -0.510)
C (-1.276, 0.554, 0.461)
O (-0.628, 2.793, 2.055)
I (-3.030, 0.412, -0.832)
H (-1.740, 3.191, 0.420)
H (-0.665, -0.300, -2.436)
H (0.719, -1.156, -1.673)
H (-0.822, -1.548, -1.090)
H (2.198, 0.536, -0.725)
H (1.759, 0.639, 1.044)
H (1.506, -0.852, 0.421)
H (-0.407, -0.131, 2.065)
H (-0.876, -1.411, 0.909)
H (-2.114, -0.537, 2.064)
H (0.055, 1.351, -1.107)

As for the HOMO energy (alpha / beta): -5.50 / -9.67 eV. The LUMO energy (alpha / beta) comes out at 0.3 / -2.2 eV. The spin multiplicity is 3. The frontier orbital gap (alpha / beta) comes out at 5.7799 / 7.4474 eV. As for the expectation value of S²: 2.013.

***

[2]
Entry from the OMol25 dataset: a structure of composition C6H11InO4 at a distorted geometry (the ωB97M-V functional and the def2-TZVPD basis).

Cartesian coordinates (Å):
In (0.807, 3.306, 2.953)
C (2.947, -1.647, 2.701)
C (1.863, -0.534, 2.797)
O (2.349, 0.768, 2.539)
H (2.463, -2.623, 2.709)
H (3.588, -1.713, 3.580)
H (3.407, -1.659, 1.712)
H (1.345, -0.660, 3.747)
H (1.138, -0.779, 2.021)
C (-1.930, 0.771, -3.548)
C (-2.093, 0.506, -2.046)
C (-1.322, -0.624, -1.425)
O (-0.537, -0.112, -0.377)
C (-0.767, 1.180, -0.300)
O (-0.195, 1.896, 0.503)
O (-1.567, 1.591, -1.317)
H (-2.496, 0.014, -4.091)
H (-0.868, 0.668, -3.771)
H (-2.303, 1.780, -3.723)
H (-3.116, 0.297, -1.732)
H (-0.649, -1.214, -2.047)
H (-2.062, -1.213, -0.883)

Its total charge is +2. As for the HOMO energy: -16.96 eV. The LUMO energy comes out at -14.1 eV. The calculation puts the energy above the lowest of the compared OMol25 structures with the same formula, charge and spin at 36.53 kcal/mol. The frontier orbital gap comes out at 2.8163 eV.

***

[3]
Entry from the OMol25 dataset: a structure of composition C6H11LuN5P at a distorted geometry (the ωB97M-V functional and the def2-TZVPD basis).

Cartesian coordinates (Å):
C (2.604, -0.532, 0.257)
C (3.408, -1.720, 0.275)
C (3.035, -2.492, -0.862)
C (1.916, -1.897, -1.486)
C (1.717, -0.597, -0.919)
Lu (-0.164, 1.235, 0.234)
P (0.328, 3.937, 1.062)
H (2.668, 0.292, 1.006)
H (4.190, -1.965, 0.988)
H (3.516, -3.409, -1.208)
H (1.242, 0.274, -1.449)
H (1.267, -2.316, -2.259)
H (0.814, 4.506, -0.182)
H (1.607, 3.994, 1.772)
H (-0.310, 5.123, 1.632)
N (-3.097, -2.226, -0.326)
N (-2.919, -0.904, 0.132)
N (-4.026, -0.170, 0.497)
C (-3.475, 1.020, 0.761)
N (-2.149, 1.014, 0.632)
N (-1.792, -0.297, 0.166)
H (-2.375, -2.481, -0.998)
H (-4.034, -2.334, -0.724)
H (-3.972, 1.946, 0.999)

As for the HOMO energy (alpha / beta): -6.02 / -6.12 eV. The LUMO energy (alpha / beta) comes out at -1.0 / -0.5 eV. The calculation puts the energy above the lowest of the compared OMol25 structures with the same formula, charge and spin at 0.00 kcal/mol. The frontier orbital gap (alpha / beta) comes out at 4.9909 / 5.6039 eV.

***

[4]
Entry from the OMol25 dataset: the ion C6H11N with charge -1 at a distorted geometry (the ωB97M-V functional and the def2-TZVPD basis).

Cartesian coordinates (Å):
C (0.446, 1.523, 1.326)
C (0.123, 0.562, 0.181)
C (0.632, 0.820, -1.033)
N (1.438, 1.922, -1.394)
C (-1.044, -0.455, 0.318)
C (-0.998, -1.733, -0.503)
C (-0.933, -2.933, 0.192)
H (-0.257, 1.261, 2.120)
H (1.511, 1.488, 1.522)
H (0.059, 2.479, 0.956)
H (0.415, 0.114, -1.826)
H (2.160, 2.134, -0.721)
H (1.852, 1.920, -2.322)
H (-1.928, 0.179, 0.179)
H (-0.943, -0.735, 1.377)
H (-0.536, -1.565, -1.477)
H (-1.215, -3.927, -0.166)
H (-0.781, -3.053, 1.271)

Its total charge is -1. As for the HOMO energy (alpha / beta): 0.99 / -2.48 eV. The LUMO energy (alpha / beta) comes out at 3.8 / 3.7 eV. The calculation puts the energy above the lowest of the compared OMol25 structures with the same formula, charge and spin at 38.78 kcal/mol. The spin multiplicity is 2. The frontier orbital gap (alpha / beta) comes out at 2.7925 / 6.2183 eV. As for the expectation value of S²: 0.754.

***

no.,calculated total energy (Ha)
1,-607.91544
2,-725.45443
3,-2085.57330
4,-289.83395